(1)
ORCA calculation (ωB97M-V/def2-TZVPD) on C21H29N8O8V as an isolated structure.

Each line ends with the natural charge from an NBO analysis.
Element x y z (Å)
V: -0.16 -0.65 -0.37  1.19
C: 4.50 -2.26 -0.53  -0.42
N: 3.71 -1.82 -1.67  -0.37
C: 4.33 -1.86 -3.00  -0.22
C: 3.23 -1.31 -3.92  -0.22
N: 2.21 -0.85 -2.97  -0.37
C: 1.22 0.14 -3.36  -0.42
C: 2.55 -1.16 -1.71  0.68
N: 1.72 -0.84 -0.70  -0.55
C: 2.13 -0.92 0.73  -0.24
C: 1.17 -0.17 1.71  -0.25
N: -0.23 -0.61 1.56  -0.61
C: -1.09 -0.64 2.59  0.68
N: -0.97 0.09 3.71  -0.38
C: -0.18 1.30 3.89  -0.42
C: -2.05 -0.21 4.65  -0.22
C: -2.87 -1.28 3.92  -0.22
N: -2.19 -1.41 2.63  -0.36
C: -2.50 -2.53 1.77  -0.41
H: 5.31 -2.87 -0.93  0.25
H: 3.92 -2.90 0.14  0.22
H: 4.94 -1.43 0.01  0.22
H: 4.59 -2.89 -3.24  0.23
H: 5.23 -1.25 -3.00  0.23
H: 2.82 -2.08 -4.58  0.22
H: 3.57 -0.47 -4.52  0.23
H: 1.55 0.60 -4.29  0.25
H: 1.15 0.91 -2.60  0.24
H: 0.23 -0.30 -3.54  0.20
H: 3.09 -0.42 0.86  0.25
H: 2.20 -1.97 1.04  0.21
H: 1.27 0.90 1.55  0.24
H: 1.55 -0.43 2.70  0.25
H: -0.13 1.87 2.96  0.21
H: 0.82 1.10 4.26  0.22
H: -0.69 1.92 4.63  0.24
H: -2.63 0.70 4.83  0.22
H: -1.65 -0.55 5.60  0.23
H: -3.91 -0.99 3.77  0.23
H: -2.85 -2.24 4.44  0.22
H: -3.46 -2.93 2.09  0.24
H: -1.75 -3.32 1.86  0.21
H: -2.61 -2.22 0.74  0.22
O: -3.91 0.07 -0.36  -0.48
C: -2.80 0.43 -0.61  0.79
O: -1.84 -0.55 -0.91  -0.58
C: -2.31 1.82 -0.66  -0.28
C: -3.25 2.84 -0.70  -0.03
C: -2.81 4.15 -0.69  0.00
C: -1.47 4.48 -0.60  -0.13
C: -0.54 3.46 -0.52  0.02
C: -0.94 2.11 -0.58  0.35
O: -0.05 1.13 -0.57  -0.58
N: 0.88 3.84 -0.37  0.53
O: 1.65 2.98 0.03  -0.40
O: 1.19 4.95 -0.70  -0.31
N: -3.81 5.24 -0.75  0.53
O: -3.37 6.37 -0.76  -0.33
O: -4.97 4.91 -0.81  -0.34
H: -4.31 2.62 -0.74  0.28
H: -1.15 5.51 -0.58  0.30
C: -0.62 -3.11 -2.59  -0.74
C: -0.28 -2.40 -1.35  0.62
O: -0.20 -2.78 -0.21  -0.43
H: -0.49 -4.19 -2.47  0.28
H: -0.03 -2.73 -3.42  0.27
H: -1.67 -2.88 -2.79  0.31

Its max |F| is 0.69 eV/Å. As for the total energy: -76216.535 eV. The value obtained for the relative energy (zero: lowest compared OMol25 entry of this formula, charge and spin) is 6.6 kcal per mole. The net charge is +2. As for the multiplicity: 1. The gap between HOMO and LUMO is 7.20 eV. The HOMO energy comes out at -14.886 eV.


(2)
ORCA calculation (ωB97M-V/def2-TZVPD) on C21H30AsCsN4O5S2 as an isolated structure.

Each line ends with the Mulliken charge.
Element x y z (Å)
Cs: 1.23 -1.37 -0.43  1.24
O: 3.78 -4.14 1.54  -0.78
S: 2.48 -3.48 1.50  1.34
O: 1.71 -3.80 2.79  -0.72
O: 2.61 -2.01 1.46  -0.96
O: 1.64 -3.94 0.39  -0.80
S: 2.08 0.95 -5.74  -0.45
C: 2.69 -0.67 -5.77  0.88
C: 3.12 -1.44 -6.85  -0.64
C: 3.56 -2.73 -6.60  -0.36
C: 3.57 -3.24 -5.30  -0.63
C: 3.15 -2.47 -4.23  -0.48
C: 2.70 -1.17 -4.46  -0.50
N: 2.26 -0.30 -3.48  -0.20
C: 1.90 0.84 -3.96  0.23
C: 1.37 2.01 -3.20  1.07
C: 1.17 3.21 -3.90  -0.53
C: 0.61 4.30 -3.26  -0.71
C: 0.31 4.18 -1.89  -0.49
C: 0.59 2.99 -1.22  -0.79
C: 1.10 1.82 -1.83  -0.28
H: 3.11 -1.04 -7.86  0.35
H: 3.90 -3.35 -7.43  0.34
H: 3.91 -4.25 -5.12  0.38
H: 3.15 -2.85 -3.22  0.53
H: 1.45 3.31 -4.95  0.22
H: 0.43 5.23 -3.79  0.35
H: -0.14 5.02 -1.37  0.37
H: 0.37 2.97 -0.15  0.38
C: -2.74 1.43 -0.32  -0.66
N: -2.85 2.15 0.95  0.07
C: -3.08 3.57 0.76  -1.05
C: -1.87 1.80 1.89  0.46
N: -0.91 1.06 1.54  -0.29
N: -2.11 2.35 3.17  0.14
C: -1.07 2.13 4.15  -1.18
C: -3.45 2.20 3.72  -1.15
H: -3.66 1.59 -0.88  0.25
H: -2.60 0.37 -0.12  0.23
H: -1.89 1.77 -0.91  0.17
H: -2.33 4.01 0.08  0.18
H: -3.03 4.10 1.71  0.39
H: -4.07 3.73 0.32  0.34
H: -0.33 0.69 2.28  -0.02
H: -1.08 1.11 4.56  0.35
H: -1.21 2.83 4.98  0.30
H: -0.09 2.31 3.71  0.39
H: -4.19 2.27 2.93  0.38
H: -3.64 2.98 4.46  0.32
H: -3.57 1.22 4.22  0.33
C: 0.65 -1.69 3.93  -0.70
As: -0.30 -2.82 2.67  1.15
C: -2.04 -2.43 3.62  -1.15
C: -0.75 -4.70 2.49  -1.17
O: -0.49 -2.05 1.21  -0.86
H: 0.88 -2.26 4.83  0.38
H: -0.01 -0.85 4.17  -0.12
H: 1.57 -1.38 3.45  0.30
H: -1.96 -2.59 4.70  0.36
H: -2.85 -3.05 3.23  0.41
H: -2.27 -1.38 3.43  0.07
H: -0.69 -5.20 3.46  0.31
H: -0.04 -5.14 1.79  0.28
H: -1.77 -4.72 2.10  0.39

Its max |F| is 4.35 eV/Å. As for the total energy: -121517.824 eV. The value obtained for the relative energy (zero: lowest compared OMol25 entry of this formula, charge and spin) is 37.1 kcal per mole. The net charge is -2. As for the multiplicity: 1. The gap between HOMO and LUMO is 5.25 eV. The HOMO energy comes out at -1.244 eV.


(3)
ORCA calculation (ωB97M-V/def2-TZVPD) on C21H30CeN2OP2 as an isolated structure.

Each line ends with the Mulliken charge.
Element x y z (Å)
C: -1.85 2.92 -3.82  -0.56
C: -1.59 1.62 -3.45  0.05
C: -0.22 1.16 -3.61  0.41
C: 0.78 2.15 -3.39  1.12
C: 0.47 3.52 -3.58  -0.85
C: -0.82 3.88 -3.89  -0.58
C: 2.05 1.72 -2.86  -1.12
C: 2.38 0.34 -3.10  0.87
C: 1.29 -0.56 -3.31  0.55
C: 1.49 -1.93 -2.86  -0.05
C: 2.80 -2.43 -2.91  -0.73
C: 3.91 -1.54 -2.96  -0.63
C: 3.70 -0.17 -2.98  -0.85
H: -2.90 3.25 -4.01  0.36
H: 1.29 4.26 -3.50  0.41
H: -1.03 4.91 -4.16  0.41
H: 2.87 2.45 -2.80  0.60
H: 2.97 -3.50 -2.82  0.42
H: 4.91 -1.93 -3.00  0.45
H: 4.54 0.53 -2.92  0.40
N: 0.08 -0.17 -3.83  -0.63
Ce: 0.64 1.16 0.35  0.78
C: -2.57 0.73 -2.74  -1.27
H: -2.47 -0.29 -3.13  0.44
H: -3.59 1.13 -2.85  0.61
C: 0.36 -2.64 -2.21  -1.32
H: -0.54 -2.49 -2.83  0.41
H: 0.62 -3.70 -2.04  0.63
P: -2.05 0.69 -0.91  0.92
P: 0.01 -1.77 -0.55  0.96
C: 1.34 -2.58 0.44  -1.31
H: 1.18 -2.37 1.51  0.15
H: 1.32 -3.67 0.25  0.49
H: 2.33 -2.20 0.16  0.37
C: -1.37 -2.87 -0.08  -1.50
H: -1.03 -3.90 0.04  0.48
H: -1.79 -2.51 0.86  0.35
H: -2.17 -2.85 -0.83  0.35
C: -2.56 2.40 -0.40  -1.45
H: -3.65 2.46 -0.56  0.41
H: -2.33 2.54 0.67  0.42
H: -2.05 3.17 -0.99  0.39
C: -3.50 -0.24 -0.30  -1.49
H: -3.37 -0.42 0.77  0.34
H: -4.42 0.33 -0.46  0.49
H: -3.59 -1.21 -0.79  0.36
H: 1.60 1.64 -1.05  -0.25
H: 2.03 0.07 -0.21  -0.07
C: 1.49 -0.60 4.21  -1.07
C: 0.23 -0.06 3.60  0.83
N: -0.88 -0.17 4.26  -0.35
O: 0.23 0.50 2.44  -0.62
H: 1.32 -0.70 5.29  0.40
H: 2.32 0.10 4.02  0.29
H: 1.73 -1.58 3.77  0.26
H: -1.72 0.24 3.87  0.24
H: -0.89 -0.63 5.19  0.24

Its max |F| is 3.75 eV/Å. As for the total energy: -58788.084 eV. The net charge is +1. As for the multiplicity: 2. The gap between HOMO and LUMO (alpha / beta) is 6.11 / 6.11 eV. The HOMO energy (alpha / beta) comes out at -9.144 / -9.142 eV.


- The lowest max |F| belongs to which entry?
  C21H29N8O8V


- Which value of net charge does entry 1 give?
  +2


- The highest net charge belongs to which entry?
  C21H29N8O8V